C31H29BIrN13O2 as an isolated structure. Source: the OMol25 dataset; level of theory: ωB97M-V/def2-TZVPD.

Last column: Mulliken charge in e.
Positions of all 77 atoms, in Å:
Ir1 0.846 1.212 -1.119  2.458
C1 -1.846 2.990 1.765  -1.288
C2 -1.560 1.990 0.865  -0.128
N1 -0.247 2.035 0.526  -0.813
N2 0.298 3.080 1.200  0.701
C3 -0.638 3.661 1.946  0.082
B1 1.721 3.630 0.864  0.316
N3 1.640 4.102 -0.634  1.121
C4 1.848 5.273 -1.247  0.195
C5 1.667 5.130 -2.617  -1.263
C6 1.333 3.806 -2.786  0.084
N4 1.307 3.189 -1.586  -1.238
N5 2.754 2.467 0.901  1.113
C7 3.937 2.449 1.519  0.117
C8 4.681 1.376 1.036  -1.382
C9 3.864 0.771 0.103  -0.569
N6 2.690 1.434 0.029  -1.143
N7 2.114 4.643 1.891  0.163
C10 2.614 5.921 1.917  -0.128
C11 2.801 6.273 3.217  -0.800
C12 2.391 5.141 3.953  -0.439
N8 2.001 4.153 3.167  -0.922
H1 -2.792 3.212 2.230  0.455
H2 -2.222 1.253 0.447  0.415
H3 -0.411 4.508 2.575  0.493
H4 2.097 6.161 -0.698  0.386
H5 1.768 5.890 -3.372  0.451
H6 1.117 3.266 -3.695  0.431
H7 4.196 3.190 2.260  0.500
H8 5.680 1.092 1.324  0.497
H9 4.067 -0.071 -0.540  0.867
H10 2.841 6.498 1.040  0.374
H11 3.200 7.200 3.591  0.456
H12 2.388 5.006 5.024  0.502
N9 -5.422 -2.733 -2.405  0.032
C13 -6.355 -3.680 -1.994  0.588
C14 -7.438 -4.240 -2.586  -0.771
C15 -8.107 -5.248 -1.833  -0.344
C16 -7.665 -5.690 -0.562  -0.547
C17 -6.569 -5.134 0.022  -0.631
C18 -5.872 -4.113 -0.716  0.808
N10 -4.742 -3.486 -0.401  -0.485
C19 -4.499 -2.654 -1.434  -0.211
C20 -3.321 -1.773 -1.451  0.933
C21 -2.467 -1.787 -0.349  -0.553
C22 -1.357 -0.966 -0.356  -0.565
N11 -1.061 -0.154 -1.386  0.161
C23 -1.878 -0.150 -2.445  -0.887
C24 -3.013 -0.937 -2.516  -0.679
H13 -5.466 -2.198 -3.258  0.223
H14 -7.779 -3.970 -3.577  0.448
H15 -9.003 -5.689 -2.254  0.429
H16 -8.215 -6.468 -0.051  0.441
H17 -6.234 -5.418 1.011  0.478
H18 -2.673 -2.429 0.497  0.571
H19 -0.682 -0.958 0.489  0.619
H20 -1.616 0.501 -3.270  0.536
H21 -3.626 -0.875 -3.406  0.394
O1 4.795 -2.205 3.807  -0.517
C25 4.229 -3.335 3.187  -0.465
N12 3.736 -2.802 1.923  -0.081
C26 2.907 -3.501 1.131  0.011
O2 2.460 -4.600 1.387  -0.596
C27 2.511 -2.806 -0.151  0.084
C28 2.550 -3.493 -1.358  -0.302
C29 2.153 -2.845 -2.518  -1.008
C30 1.702 -1.544 -2.435  -0.332
N13 1.635 -0.887 -1.267  0.036
C31 2.037 -1.511 -0.144  -0.428
H22 5.260 -2.476 4.608  0.325
H23 3.394 -3.762 3.739  0.345
H24 4.961 -4.124 3.006  0.326
H25 4.180 -1.954 1.608  0.191
H26 2.882 -4.525 -1.374  0.568
H27 2.185 -3.342 -3.478  0.465
H28 1.393 -1.005 -3.322  0.457
H29 1.947 -0.965 0.787  0.866

## Properties
Relative energy (zero: lowest compared OMol25 entry of this formula, charge and spin), kcal per mole: 0.0
Net charge: +3
Spin multiplicity: 6
Frontier orbital gap (alpha / beta), eV: 6.7181 / 4.4157
Lowest unoccupied orbital energy (alpha / beta), eV: -8.80 / -11.10

***

C31H29BN5O5S4Yb as an isolated structure. Source: the OMol25 dataset; level of theory: ωB97M-V/def2-TZVPD.

Last column: Mulliken charge in e.
Positions of all 76 atoms, in Å:
Yb1 2.363 1.422 0.444  0.559
C1 2.642 -3.271 -0.317  -2.201
C2 2.153 -1.869 -0.087  -0.348
N1 2.928 -0.859 -0.289  1.189
N2 4.150 -1.218 -0.800  -1.428
C3 5.028 -0.284 -1.019  0.485
N3 6.202 -0.747 -1.599  -0.567
S1 4.983 1.401 -0.689  -0.548
C4 0.754 -1.660 0.326  1.303
C5 0.217 -2.560 1.186  -0.464
C6 -1.137 -2.732 1.653  -1.326
C7 -2.236 -2.020 1.382  -1.086
C8 -1.004 0.056 0.552  -0.591
N4 0.090 -0.562 -0.219  0.635
H1 3.177 -3.293 -1.265  0.445
H2 1.812 -3.972 -0.329  0.566
H3 3.355 -3.550 0.462  0.256
H4 6.085 -1.606 -2.115  0.232
H5 6.724 -0.025 -2.065  0.227
H6 0.920 -3.283 1.583  0.545
H7 -1.264 -3.576 2.326  0.247
H8 -3.164 -2.318 1.858  0.351
H9 -1.227 0.994 0.047  0.395
C9 -3.855 1.499 -1.060  -1.473
C10 -4.518 0.454 -0.146  2.724
C11 -5.788 1.081 0.444  -2.425
C12 -4.952 -0.754 -0.996  -1.780
C13 -3.530 0.042 0.935  -0.575
C14 -3.659 0.434 2.231  -0.125
C15 -2.680 0.388 3.266  -1.546
C16 -1.297 0.401 3.100  1.617
S2 -0.218 0.647 4.491  -0.538
C17 1.157 0.799 3.391  0.435
N5 0.791 0.607 2.101  0.247
C18 -0.520 0.365 1.938  -2.341
C19 -2.322 -0.786 0.530  2.190
C20 2.469 1.200 3.754  1.140
C21 2.889 1.151 5.101  -0.939
C22 4.171 1.533 5.444  -0.534
C23 5.047 1.960 4.449  -0.574
C24 4.618 2.008 3.118  -0.425
C25 3.334 1.661 2.693  -0.328
H10 -4.555 1.835 -1.832  0.562
H11 -2.974 1.095 -1.558  0.132
H12 -3.543 2.365 -0.473  0.276
H13 -6.468 1.351 -0.366  0.457
H14 -5.552 1.987 1.004  0.429
H15 -6.299 0.382 1.112  0.455
H16 -5.759 -0.457 -1.671  0.461
H17 -5.313 -1.565 -0.357  0.354
H18 -4.133 -1.136 -1.606  0.286
H19 -4.605 0.863 2.549  0.355
H20 -3.045 0.521 4.280  0.334
H21 -2.422 -1.092 -0.513  0.218
H22 2.198 0.794 5.860  0.264
H23 4.495 1.479 6.479  0.343
H24 6.061 2.258 4.702  0.351
H25 5.336 2.348 2.374  0.267
O1 2.287 3.329 -1.009  -0.764
S3 0.941 2.756 -1.263  1.068
O2 1.271 1.304 -1.684  -0.229
O3 0.297 2.642 0.067  -0.625
S4 -0.105 3.693 -2.578  -0.554
O4 1.008 -1.014 -2.520  -0.537
B1 0.224 -0.196 -1.634  1.200
O5 -0.959 0.212 -2.335  0.151
C26 -0.713 -0.070 -3.638  0.122
C27 -1.463 0.258 -4.743  -1.133
C28 -0.992 -0.168 -5.988  -0.481
C29 0.189 -0.884 -6.100  -0.534
C30 0.945 -1.216 -4.972  -0.914
C31 0.472 -0.809 -3.746  0.370
H26 -2.367 0.843 -4.641  0.464
H27 -1.558 0.077 -6.879  0.375
H28 0.539 -1.182 -7.081  0.365
H29 1.877 -1.760 -5.054  0.489

## Properties
Relative energy (zero: lowest compared OMol25 entry of this formula, charge and spin), kcal per mole: 0.0
Net charge: -2
Spin multiplicity: 2
Frontier orbital gap (alpha / beta), eV: 4.2887 / 3.8529
Lowest unoccupied orbital energy (alpha / beta), eV: 4.09 / 3.68

***

C31H29CrFN7O3S2 as an isolated structure. Source: the OMol25 dataset; level of theory: ωB97M-V/def2-TZVPD.

Last column: natural (NBO) charge in e.
Positions of all 74 atoms, in Å:
Cr1 -1.358 -0.182 0.588  1.029
N1 -1.619 -3.706 2.874  -0.343
C1 -0.866 -2.659 2.560  0.232
N2 -1.512 -1.919 1.694  -0.516
C2 -2.711 -2.579 1.489  0.320
N3 -2.807 -3.688 2.206  -0.309
C3 -3.640 -1.996 0.569  -0.029
C4 -4.888 -2.529 0.260  0.077
N4 -5.728 -1.995 -0.602  -0.476
C5 -5.269 -0.834 -1.203  -0.107
C6 -4.062 -0.275 -0.919  0.007
N5 -3.200 -0.812 -0.022  -0.562
H1 -1.404 -4.468 3.490  0.412
H2 0.113 -2.466 2.966  0.214
H3 -5.194 -3.443 0.762  0.189
H4 -5.923 -0.375 -1.933  0.186
H5 -3.750 0.639 -1.409  0.201
C7 2.798 3.333 -2.515  -0.619
C8 1.842 4.067 -1.587  -0.206
N6 0.517 3.447 -1.556  -0.398
C9 -0.467 4.000 -2.480  -0.215
C10 -1.298 5.110 -1.852  -0.619
C11 0.252 2.417 -0.728  0.370
S1 -1.351 1.820 -0.718  -0.140
N7 1.330 2.021 -0.014  -0.676
C12 1.370 1.016 0.834  0.664
O1 0.480 0.179 1.122  -0.687
C13 2.686 0.837 1.550  -0.039
C14 2.831 -0.204 2.457  -0.195
C15 4.025 -0.381 3.141  -0.208
C16 5.086 0.486 2.919  -0.208
C17 4.948 1.524 2.007  -0.226
C18 3.753 1.698 1.325  -0.179
H6 3.766 3.837 -2.546  0.204
H7 2.401 3.291 -3.532  0.203
H8 2.942 2.313 -2.160  0.231
H9 1.704 5.100 -1.914  0.188
H10 2.241 4.083 -0.577  0.225
H11 -1.112 3.195 -2.827  0.236
H12 0.085 4.381 -3.342  0.191
H13 -1.862 4.720 -1.005  0.232
H14 -2.000 5.516 -2.583  0.208
H15 -0.659 5.923 -1.500  0.197
H16 1.994 -0.870 2.611  0.221
H17 4.130 -1.198 3.845  0.206
H18 6.019 0.352 3.453  0.207
H19 5.776 2.199 1.826  0.207
H20 3.629 2.498 0.608  0.228
O2 2.585 -6.726 -4.559  -0.688
C19 3.189 -5.609 -4.062  0.779
O3 4.369 -5.465 -4.242  -0.595
C20 2.310 -4.653 -3.348  -0.255
C21 1.074 -5.006 -2.803  -0.200
C22 0.269 -4.066 -2.188  -0.242
C23 0.649 -2.713 -2.116  -0.120
S2 -0.418 -1.507 -1.476  -0.361
C24 1.918 -2.381 -2.631  -0.197
C25 2.725 -3.327 -3.229  -0.164
H21 1.634 -6.653 -4.417  0.480
H22 0.739 -6.040 -2.809  0.190
H23 -0.681 -4.356 -1.759  0.220
H24 2.243 -1.351 -2.557  0.208
H25 3.695 -3.057 -3.626  0.222
F1 -3.664 3.121 5.342  -0.349
C26 -3.166 2.377 4.315  0.373
C27 -4.036 1.678 3.509  -0.295
C28 -3.513 0.929 2.456  -0.246
C29 -2.141 0.865 2.188  -0.189
C30 -1.310 1.589 3.052  -0.241
C31 -1.804 2.345 4.112  -0.302
H26 -5.101 1.718 3.702  0.216
H27 -4.215 0.386 1.836  0.216
H28 -0.236 1.576 2.911  0.199
H29 -1.147 2.901 4.769  0.213

## Properties
Net charge: -1
Spin multiplicity: 5
Frontier orbital gap (alpha / beta), eV: 5.0742 / 6.6512
Lowest unoccupied orbital energy (alpha / beta), eV: 2.27 / 2.12

***

C31H29N3O3PSTl as an isolated structure. Source: the OMol25 dataset; level of theory: ωB97M-V/def2-TZVPD.

Last column: natural (NBO) charge in e.
Positions of all 69 atoms, in Å:
Tl1 0.324 -0.404 1.214  0.695
N1 -3.765 -1.017 1.933  -0.814
C1 -2.784 -0.849 0.983  0.275
S1 -2.195 0.773 0.736  -0.488
N2 -2.422 -1.959 0.393  -0.464
N3 -1.355 -1.814 -0.492  -0.273
C2 -1.324 -2.739 -1.357  0.063
C3 -0.241 -3.023 -2.322  -0.150
C4 -0.189 -4.353 -2.754  -0.159
C5 0.801 -4.832 -3.593  -0.222
C6 1.782 -3.960 -4.047  -0.192
C7 1.726 -2.629 -3.673  -0.262
C8 0.728 -2.173 -2.827  0.376
O1 0.658 -0.789 -2.628  -0.514
H1 -4.300 -0.197 2.159  0.394
H2 -4.262 -1.893 1.882  0.388
H3 -2.117 -3.488 -1.322  0.178
H4 -0.950 -5.029 -2.384  0.215
H5 0.804 -5.873 -3.888  0.218
H6 2.571 -4.303 -4.703  0.218
H7 2.457 -1.923 -4.047  0.212
O2 2.423 -0.762 -1.230  -0.552
C9 1.743 -0.206 -2.044  0.789
C10 2.025 1.162 -2.604  -0.050
C11 2.699 1.191 -3.824  -0.202
C12 3.049 2.397 -4.401  -0.194
C13 2.719 3.590 -3.764  -0.202
C14 2.049 3.553 -2.555  -0.176
C15 1.697 2.342 -1.955  -0.323
P1 0.823 2.338 -0.331  0.844
C16 2.065 3.230 0.671  -0.363
C17 3.048 2.407 1.224  -0.124
C18 4.066 2.939 2.000  -0.223
C19 4.105 4.304 2.255  -0.206
C20 3.139 5.133 1.706  -0.200
C21 2.129 4.600 0.913  -0.224
C22 -0.588 3.426 -0.716  -0.345
C23 -1.411 2.932 -1.735  -0.174
C24 -2.566 3.600 -2.100  -0.201
C25 -2.933 4.768 -1.441  -0.223
C26 -2.144 5.249 -0.410  -0.147
C27 -0.980 4.579 -0.044  -0.243
H8 2.952 0.263 -4.323  0.211
H9 3.576 2.410 -5.347  0.219
H10 2.982 4.540 -4.210  0.219
H11 1.785 4.482 -2.062  0.220
H12 3.028 1.338 1.036  0.217
H13 4.822 2.283 2.412  0.217
H14 4.890 4.720 2.874  0.215
H15 3.172 6.201 1.883  0.214
H16 1.413 5.275 0.462  0.216
H17 -1.155 2.005 -2.236  0.228
H18 -3.191 3.197 -2.886  0.218
H19 -3.840 5.289 -1.720  0.213
H20 -2.431 6.146 0.124  0.203
H21 -0.404 4.965 0.785  0.210
C28 -0.253 3.467 4.638  -0.427
C29 -0.318 2.212 5.517  -0.433
C30 0.220 1.106 4.595  -0.069
O3 0.301 1.672 3.280  -0.558
C31 -0.451 2.880 3.254  -0.071
H22 0.725 3.945 4.707  0.205
H23 -1.019 4.200 4.895  0.215
H24 -1.349 2.005 5.804  0.207
H25 0.270 2.302 6.429  0.215
H26 -0.439 0.235 4.574  0.181
H27 1.221 0.779 4.874  0.183
H28 -1.505 2.662 3.038  0.190
H29 -0.048 3.498 2.454  0.191

## Properties
Relative energy (zero: lowest compared OMol25 entry of this formula, charge and spin), kcal per mole: 11.1
Frontier orbital gap, eV: 7.8572
Lowest unoccupied orbital energy, eV: 0.59

***

Calculated strongest force on any atom (Eh/bohr), listed in the same order as above: 0.0133, 0.0537, 0.0123, 0.0108